C4H5O2 | ωB97M-V/def2-TZVPD

CARTESIAN COORDINATES (ANGSTROEM)
1 C -2.5694 -0.0950 1.8505
2 C 2.1574 -0.5105 -2.3389
3 C -2.4126 -0.7269 0.6759
4 C -1.5309 -0.5187 -0.3961
5 O -0.9097 -0.5202 -1.3527
6 O 1.3437 -0.4166 -1.4837
7 H -3.3023 -0.5534 2.5558
8 H -1.9620 0.7560 2.1527
9 H 1.9029 -0.6992 -3.4005
10 H 3.2870 -0.2870 -2.2903
11 H -3.0710 -1.5339 0.4643

Calculated values
* total charge: +1
* LUMO: -6.455 eV
* E_HOMO: -13.402 eV
* molecular weight: 85.08 g/mol
* energy above the lowest of the compared OMol25 structures with the same formula, charge and spin: 214.50 kJ/mol